1.
{"formula": "C15H37CrN5O15S2V", "method": "ωB97M-V with the def2-TZVPD basis set", "symbols": ["Cr", "V", "O", "H", "O", "H", "S", "O", "O", "O", "O", "S", "O", "O", "O", "O", "C", "O", "N", "C", "C", "H", "H", "H", "H", "H", "H", "H", "C", "O", "N", "C", "C", "H", "H", "H", "H", "H", "H", "H", "C", "O", "N", "C", "C", "H", "H", "H", "H", "H", "H", "H", "C", "O", "N", "C", "C", "H", "H", "H", "H", "H", "H", "H", "C", "O", "N", "C", "C", "H", "H", "H", "H", "H", "H", "H"], "xyz": [[-0.92159, 6.14693, 3.17298], [-1.65347, 5.04081, -0.52272], [-0.52282, 4.37228, 4.13652], [-1.11979, 4.55493, 4.88805], [-1.96704, 5.25683, 1.71857], [-2.78055, 4.71593, 1.73153], [0.49045, 2.79311, 0.67406], [-0.03055, 3.68789, -0.30702], [1.75318, 1.96903, 0.43337], [0.61300, 3.24865, 1.98027], [-0.14324, 1.47458, 0.74415], [0.35861, 7.10872, 1.00587], [-0.19847, 6.55434, -0.19370], [1.56507, 7.95219, 0.84773], [-0.59134, 7.64410, 1.96876], [0.62239, 5.94247, 1.87214], [1.76752, 6.76112, 4.52506], [0.54582, 6.76966, 4.32664], [2.43887, 7.62560, 5.29292], [1.77974, 8.63736, 6.13352], [3.93447, 7.62169, 5.37843], [2.43635, 6.17981, 3.87163], [0.77536, 8.76174, 5.72872], [2.31618, 9.57334, 5.97774], [1.89476, 8.33786, 7.17524], [4.17266, 6.55837, 5.35145], [4.44622, 7.83667, 4.44035], [4.43752, 8.16745, 6.17668], [4.52942, 6.88108, 0.58363], [5.43778, 7.65176, 0.13539], [4.56347, 6.01136, 1.66645], [3.56576, 4.91192, 1.63032], [5.73259, 6.00095, 2.64952], [3.49684, 6.85635, 0.20233], [2.89119, 4.94414, 2.48591], [4.10353, 3.96385, 1.62207], [2.88068, 5.00493, 0.78763], [5.44517, 5.84838, 3.68981], [6.38060, 5.22953, 2.23348], [6.30628, 6.92734, 2.67796], [1.25956, 10.46486, -1.11405], [0.18606, 11.03892, -1.17331], [1.97014, 10.24211, -2.18159], [3.17836, 9.52521, -1.83686], [1.62810, 10.48997, -3.60411], [1.69385, 10.14125, -0.15549], [4.08972, 10.02953, -2.15809], [3.26637, 8.51444, -2.23522], [3.46324, 9.63494, -0.79048], [0.66690, 10.95738, -3.81795], [2.40740, 11.07866, -4.08810], [1.67153, 9.57301, -4.19183], [3.66840, 3.42918, -1.78353], [4.59404, 2.64638, -1.83644], [3.04811, 4.05648, -2.83068], [2.15390, 5.14759, -2.56810], [3.35228, 3.63680, -4.16381], [3.29174, 3.86173, -0.84373], [1.83589, 5.50470, -1.58859], [1.15073, 4.93877, -2.93975], [2.56083, 6.01683, -3.08477], [3.45211, 2.57852, -4.40498], [2.62862, 3.99418, -4.89640], [4.25764, 4.15808, -4.47476], [-3.35654, 7.84244, -1.64356], [-2.95139, 6.91525, -1.00514], [-3.68308, 7.83150, -2.93357], [-3.53543, 9.11284, -3.69661], [-3.72767, 6.55178, -3.62381], [-3.56111, 8.84046, -1.22604], [-3.51207, 9.95831, -3.00906], [-4.46353, 9.17078, -4.26526], [-2.71599, 9.09429, -4.41514], [-4.59099, 6.35316, -4.25889], [-2.96261, 6.22599, -4.32854], [-3.71455, 5.77613, -2.85810]], "forces_ev_per_angstrom": [[3.7, -4.3, -1.5], [1.6, 1.7, 2.4], [-1.9, 2.6, -0.4], [0.4, -0.6, 0.2], [-1.4, -0.3, -1.8], [0.7, 0.4, 1.0], [3.0, -5.6, 3.8], [-1.5, 2.2, -3.1], [1.1, 1.7, -2.4], [-0.1, 3.2, 2.4], [-3.2, -1.6, -1.4], [4.4, 0.7, 2.4], [-1.4, 0.0, -3.4], [-2.5, -1.3, -0.6], [-3.9, 4.5, 0.3], [1.4, -3.2, 1.4], [0.8, 0.9, -1.3], [-0.1, 1.2, 1.6], [0.5, 0.8, 0.8], [0.4, -0.3, -1.1], [-0.3, -2.1, -1.6], [-0.3, -0.3, 0.4], [-0.1, -0.1, 0.7], [0.0, 0.1, 0.1], [-0.6, 0.1, 0.0], [0.4, -0.1, 1.1], [-0.5, 1.1, -0.3], [-0.8, -0.2, 0.2], [2.0, 1.3, 0.0], [-2.7, -2.4, 1.8], [0.6, 1.6, -0.1], [0.5, 0.5, 1.0], [-0.8, -0.4, -1.8], [0.4, 0.1, -0.6], [0.2, -0.2, 0.1], [-0.2, -0.1, -0.2], [0.4, 0.1, -0.1], [-0.4, -0.6, -0.3], [0.3, -0.2, 0.8], [-0.4, 0.2, -0.7], [-2.7, 1.6, 1.0], [-1.0, 0.2, 0.5], [2.3, -1.4, -1.6], [2.2, 0.5, -0.8], [0.6, -0.3, 0.3], [-0.1, 0.0, -0.3], [0.0, 0.3, -1.1], [-0.3, -0.2, 0.4], [-1.0, -0.8, 0.2], [0.1, 0.0, 0.8], [0.1, 0.4, 0.4], [-0.2, -0.5, 0.4], [0.5, 0.9, 0.2], [-0.6, 0.0, -0.4], [-0.1, -1.7, 1.8], [-1.0, 0.9, -1.3], [0.3, 1.1, -1.6], [0.0, -0.4, 0.1], [1.3, -0.8, 0.7], [-0.1, -0.1, -0.8], [-0.3, 0.3, -0.1], [0.1, -0.1, 1.0], [-0.5, 0.2, 0.3], [0.4, -0.3, -0.1], [-0.6, 2.1, -0.9], [0.8, -2.8, 1.7], [0.9, 0.2, -1.7], [-1.7, -1.2, 0.0], [-0.1, -1.1, -0.2], [0.5, -0.2, 0.4], [0.3, -0.2, -0.1], [0.1, 0.4, -0.2], [0.2, -0.1, 0.4], [-0.6, 0.7, 0.4], [1.0, 0.9, 0.2], [-0.2, 0.1, 0.0]], "e_homo_ev": [-8.792, -8.792], "multiplicity": 8, "s_squared": 15.813, "total_charge": 0}



2.
{"formula": "CH5O3Si", "method": "ωB97M-V with the def2-TZVPD basis set", "symbols": ["C", "O", "O", "O", "Si", "H", "H", "H", "H", "H"], "xyz": [[0.96381, 0.79763, 0.96007], [-0.97103, -2.26134, -1.96080], [0.03602, -1.55918, -2.01371], [0.25350, -0.58025, -1.32758], [-0.91543, 0.55477, 0.51343], [1.25447, -0.28334, 1.15101], [1.59014, 0.81914, 0.00381], [1.19164, 1.43303, 1.77351], [-1.81159, -0.69430, 0.49885], [-1.59152, 1.77383, 0.40140]], "forces_ev_per_angstrom": [[-0.9, -3.9, -2.4], [-0.1, 1.2, 0.9], [0.7, -3.1, -2.9], [-0.9, 2.3, 2.0], [2.2, -1.6, 0.2], [-0.2, 1.0, 0.7], [-1.0, 1.2, 1.1], [0.3, 0.8, 0.5], [0.9, 1.0, 0.3], [-1.0, 1.2, -0.5]], "e_homo_ev": [-16.844, -16.842], "multiplicity": 1, "total_charge": 1}



3.
{"formula": "C8H14N4O4P", "method": "ωB97M-V with the def2-TZVPD basis set", "symbols": ["C", "C", "N", "C", "N", "C", "N", "P", "C", "O", "N", "H", "H", "H", "H", "H", "H", "H", "H", "H", "H", "C", "C", "O", "C", "O", "O", "H", "H", "H", "H"], "xyz": [[-2.51327, -1.07127, -0.21471], [-1.89070, -1.13927, -1.38331], [-0.82156, -0.26296, -1.82256], [0.43530, -0.66612, -1.64348], [0.90640, -1.79269, -1.06296], [2.26348, -1.70655, -1.17747], [2.58010, -0.56174, -1.80312], [4.18741, 0.07496, -2.25021], [3.97788, 1.81132, -2.90440], [4.61864, -0.81155, -3.62076], [1.45542, 0.13480, -2.09205], [-3.04218, -1.98160, 0.11984], [-2.60794, -0.18244, 0.42702], [-2.18705, -1.94744, -2.07648], [-0.94517, 0.63240, -2.28235], [2.97974, -2.46421, -0.83633], [4.86480, 1.98459, -3.55145], [3.92632, 2.56793, -2.09819], [3.08479, 1.85604, -3.57475], [3.79083, -0.89393, -4.13406], [1.33632, 1.01964, -2.56715], [-2.06152, -0.24857, 4.14088], [-2.60567, 0.88192, 4.97424], [-3.10225, 1.78746, 3.98774], [-3.36442, 1.06943, 2.86962], [-3.94196, 1.48788, 1.91694], [-2.88054, -0.19771, 2.97119], [-2.14905, -1.21452, 4.63452], [-1.01991, -0.09205, 3.85026], [-3.43228, 0.57020, 5.61598], [-1.84197, 1.35605, 5.58756]], "forces_ev_per_angstrom": [[-0.3, 0.1, 0.2], [-0.5, -0.7, -0.2], [-0.4, -0.4, 0.4], [0.3, 0.7, -0.2], [1.3, 0.3, -0.3], [-2.6, 0.9, -0.4], [2.1, 1.1, -1.0], [3.2, -0.5, 0.3], [-1.3, -0.7, -0.6], [-2.1, 1.0, 1.1], [-2.1, -1.9, 0.8], [-0.2, 0.9, -0.5], [0.7, -0.6, -0.1], [0.9, 0.3, 0.4], [-0.4, -0.3, 0.1], [-0.3, 0.6, -0.2], [-0.4, -0.2, 0.6], [0.0, -0.5, -0.4], [0.6, 0.4, 0.3], [0.7, -0.2, -0.5], [0.8, -0.1, 0.1], [0.3, -0.4, 0.2], [0.1, 0.1, 0.5], [0.0, -0.3, -0.3], [-0.3, 0.3, -0.1], [0.2, -0.1, 0.0], [0.0, 0.3, 0.1], [-0.1, 0.0, -0.2], [0.0, 0.0, 0.0], [0.0, 0.0, -0.1], [-0.1, 0.2, -0.1]], "e_homo_ev": -12.967, "multiplicity": 1, "total_charge": 1}



4.
{"formula": "C30H54ClN3O4S3", "method": "ωB97M-V with the def2-TZVPD basis set", "symbols": ["C", "O", "C", "C", "C", "C", "C", "C", "C", "C", "C", "C", "C", "C", "C", "N", "S", "N", "C", "C", "C", "C", "C", "C", "N", "C", "C", "O", "C", "C", "C", "C", "Cl", "H", "H", "H", "H", "H", "H", "H", "H", "H", "H", "H", "H", "H", "H", "H", "H", "H", "H", "H", "H", "H", "H", "H", "H", "H", "H", "H", "H", "H", "H", "H", "H", "H", "H", "H", "H", "H", "H", "H", "H", "H", "H", "C", "S", "O", "C", "H", "H", "H", "H", "H", "H", "C", "S", "O", "C", "H", "H", "H", "H", "H", "H"], "xyz": [[8.19412, -0.51412, 3.02386], [7.00866, 0.19549, 2.73289], [6.30148, -0.34427, 1.63837], [5.02463, 0.43276, 1.41822], [5.27027, 1.74868, 0.69281], [4.00400, 2.60449, 0.62951], [2.94743, 1.94856, -0.27107], [2.59469, 2.74423, -1.52711], [2.04730, 1.85812, -2.64032], [0.64386, 1.29815, -2.34441], [0.66449, -0.16418, -1.84120], [-0.17118, -1.14944, -2.67426], [-1.25847, -2.03839, -2.07154], [-1.28207, -3.30807, -2.55068], [-2.29582, -4.20034, -2.15312], [-2.46164, -5.46767, -2.53898], [-3.78072, -5.99578, -1.81961], [-4.20955, -4.69161, -0.99857], [-3.29748, -3.74984, -1.26379], [-3.28523, -2.42501, -0.75496], [-4.44616, -2.03551, 0.11366], [-4.30263, -2.34694, 1.59867], [-5.37890, -1.67142, 2.45016], [-5.52122, -0.17104, 2.20650], [-5.57414, 0.56645, 3.49043], [-5.84211, 1.94836, 3.25612], [-7.28777, 2.38344, 3.20040], [-4.94681, 2.73250, 3.08045], [-2.27214, -1.60323, -1.12501], [-2.21844, -0.21553, -0.55499], [-1.74676, -0.16473, 0.91924], [-0.85446, -1.31521, 1.38289], [0.45473, -0.74811, 2.48326], [8.73953, -0.74845, 2.10957], [8.80466, 0.11585, 3.65962], [7.96338, -1.43865, 3.55408], [6.91886, -0.26232, 0.73660], [6.09300, -1.40400, 1.82086], [4.36173, -0.18325, 0.81702], [4.53220, 0.62274, 2.36990], [6.08590, 2.27276, 1.18702], [5.56637, 1.53886, -0.33682], [3.61986, 2.70187, 1.64302], [4.24751, 3.59467, 0.25267], [2.02642, 1.78684, 0.28159], [3.28995, 0.97105, -0.60331], [1.85473, 3.50436, -1.27862], [3.48522, 3.24386, -1.91176], [1.99195, 2.47358, -3.53818], [2.74807, 1.04874, -2.83058], [0.19056, 1.92883, -1.58131], [0.00727, 1.39889, -3.21982], [0.37775, -0.16554, -0.80522], [1.69572, -0.49439, -1.88894], [-0.61563, -0.62359, -3.51849], [0.52506, -1.85459, -3.11860], [-0.54199, -3.64405, -3.25929], [-4.68999, -0.99247, -0.06384], [-5.29936, -2.60767, -0.24392], [-4.42622, -3.42028, 1.71920], [-3.33268, -2.05828, 1.99661], [-6.33932, -2.16178, 2.30954], [-5.09019, -1.79692, 3.49119], [-6.43471, 0.01105, 1.63096], [-4.70506, 0.23995, 1.62035], [-6.37668, 0.20528, 3.99690], [-7.97572, 1.56238, 3.37548], [-7.48567, 2.78497, 2.21240], [-7.45581, 3.16051, 3.93743], [-1.62936, 0.46082, -1.15913], [-3.22507, 0.18970, -0.57883], [-2.59243, -0.12497, 1.60097], [-1.20972, 0.76620, 1.07317], [-0.34568, -1.82392, 0.58027], [-1.38858, -2.05743, 1.96312], [-2.47810, 5.14288, -0.41349], [-2.40028, 4.10788, -1.87690], [-1.88417, 2.78718, -1.42924], [-1.01697, 4.95456, -2.64692], [-3.25604, 4.74196, 0.23307], [-1.51778, 5.11222, 0.10085], [-2.72955, 6.16275, -0.70459], [-0.16071, 4.93640, -1.97249], [-1.30461, 5.97957, -2.88049], [-0.77576, 4.42227, -3.56451], [2.79085, -3.67317, -0.99984], [3.98076, -2.33143, -0.91349], [3.78720, -1.50165, -2.13253], [5.43890, -3.33930, -1.19686], [1.79810, -3.23832, -0.89242], [2.87630, -4.17276, -1.96496], [2.97459, -4.37229, -0.18424], [5.34046, -3.86005, -2.14920], [5.55127, -4.04875, -0.37708], [6.29780, -2.67196, -1.22536]], "forces_ev_per_angstrom": [[-0.4, 0.2, -0.1], [0.1, 0.2, 0.1], [-0.1, 0.0, 0.1], [0.2, 0.1, -0.2], [-0.3, 0.1, 0.0], [0.1, -0.5, 0.0], [-0.2, 0.3, -0.2], [0.3, -0.4, -0.1], [-0.5, 0.4, -0.1], [0.4, -0.1, 0.4], [0.0, 0.3, -0.4], [-0.1, -0.2, 0.1], [0.2, 0.2, 0.2], [0.2, -0.2, -0.1], [0.0, 0.0, 0.0], [0.3, -0.2, -0.3], [-0.2, 0.0, 0.1], [-0.3, 0.0, 0.2], [-0.1, -0.3, 0.0], [-0.5, -0.4, 0.3], [-0.1, 0.0, -0.2], [-0.4, 0.1, 0.1], [0.3, 0.1, 0.1], [-0.1, 0.1, 0.1], [-0.5, 0.1, -0.1], [0.4, 0.1, 0.1], [0.0, -0.2, 0.2], [0.0, 0.0, -0.2], [0.6, 0.5, -0.4], [-0.2, 0.0, 0.3], [0.2, 0.0, 0.1], [0.2, 0.2, 0.2], [0.0, 0.1, 0.0], [0.2, 0.0, -0.1], [0.1, 0.1, 0.1], [0.0, -0.2, 0.0], [0.1, -0.2, -0.1], [0.0, -0.1, 0.0], [-0.2, -0.1, 0.1], [0.0, -0.1, 0.2], [0.1, 0.2, 0.0], [0.3, -0.1, -0.1], [-0.1, 0.2, 0.1], [0.0, 0.2, 0.0], [-0.2, -0.2, 0.2], [0.1, -0.2, 0.0], [0.0, 0.3, 0.0], [0.1, 0.1, 0.1], [0.1, 0.0, -0.2], [0.1, -0.1, -0.1], [-0.1, 0.0, -0.1], [-0.1, -0.1, -0.2], [-0.1, -0.2, 0.5], [0.1, -0.2, 0.1], [-0.2, 0.2, -0.1], [0.1, 0.0, -0.2], [0.1, -0.1, -0.1], [0.0, 0.2, 0.1], [-0.2, 0.0, -0.1], [0.3, -0.2, 0.1], [0.0, -0.1, -0.1], [-0.1, -0.1, 0.0], [-0.1, -0.1, 0.2], [-0.1, 0.1, -0.2], [0.2, 0.0, 0.1], [0.0, -0.2, 0.0], [-0.1, -0.1, 0.1], [0.0, 0.2, -0.1], [-0.1, 0.2, 0.0], [0.1, -0.1, -0.1], [-0.1, 0.2, -0.1], [-0.1, 0.1, 0.0], [0.1, 0.2, 0.0], [0.1, -0.1, -0.3], [-0.1, -0.1, -0.1], [0.0, 0.1, 0.0], [0.0, 0.1, 0.0], [-0.2, 0.0, 0.1], [0.1, 0.1, 0.0], [0.0, 0.0, 0.0], [0.0, 0.0, 0.0], [0.0, 0.0, 0.0], [0.0, 0.0, 0.0], [0.0, 0.0, 0.0], [0.0, 0.0, 0.0], [0.0, 0.0, 0.0], [0.0, -0.1, 0.1], [0.1, 0.0, -0.1], [0.0, -0.1, 0.0], [0.0, 0.0, 0.0], [0.0, 0.0, 0.0], [0.0, 0.0, 0.0], [0.0, 0.0, 0.0], [0.0, 0.0, 0.0], [0.0, 0.0, 0.0]], "e_homo_ev": -8.508, "multiplicity": 1, "total_charge": 0}



5.
{"formula": "CH4O2S", "method": "ωB97M-V with the def2-TZVPD basis set", "symbols": ["C", "S", "O", "O", "H", "H", "H", "H"], "xyz": [[-0.40665, -0.11514, -0.24862], [0.18804, 1.17792, 0.84948], [0.26487, 3.16259, 0.06212], [-0.37291, 0.99849, 2.14722], [0.28064, 0.09047, -1.15020], [-0.17949, -1.01344, 0.38340], [-1.43441, -0.20645, -0.34923], [1.48753, 0.84672, 0.81764]], "forces_ev_per_angstrom": [[3.7, 0.0, 0.4], [-0.6, 5.0, -2.8], [-0.2, -5.1, 1.7], [-0.4, -0.1, 1.4], [-1.5, -1.0, 1.0], [0.5, 0.5, -0.9], [-1.9, 0.8, -0.7], [0.4, -0.1, 0.0]], "smiles": "C[SH](=O)=O", "e_homo_ev": [-9.957, -9.963], "multiplicity": 1, "total_charge": 0}



6.
{"formula": "C5H9F2N", "method": "ωB97M-V with the def2-TZVPD basis set", "symbols": ["F", "C", "F", "C", "C", "C", "H", "H", "H", "H", "C", "N", "H", "H", "H", "H", "H"], "xyz": [[2.09060, 1.44134, -0.85979], [2.12194, 0.63034, 0.24160], [3.40571, 0.93605, 0.66536], [1.79894, -0.78979, 0.06795], [1.98972, -2.03961, 0.42488], [1.27329, -1.73657, -0.88237], [1.59292, 1.15007, 1.09048], [2.34124, -2.84098, 1.01190], [1.68780, -1.96655, -1.78878], [0.24243, -1.76195, -0.84153], [-3.04972, 0.77606, 0.34120], [-1.75050, 0.99661, -0.23939], [-3.91273, 1.63434, 0.26115], [-3.43267, -0.05173, -0.03223], [-3.05645, 0.58015, 1.49493], [-1.40021, 1.81148, 0.25684], [-1.94228, 1.23074, -1.21221]], "forces_ev_per_angstrom": [[-1.4, -1.0, -0.5], [0.8, 3.0, 2.0], [0.8, -1.5, 0.4], [2.3, -0.2, 0.8], [-0.8, 2.2, -1.3], [-0.6, -0.5, 1.7], [-0.6, -0.8, -1.1], [0.4, -0.3, 0.6], [1.3, -0.3, -2.2], [-2.3, -0.5, -0.4], [-1.3, 4.1, 4.1], [-0.4, 0.7, 0.4], [2.1, -1.6, -0.2], [-2.0, -3.8, -1.9], [0.6, 0.4, -2.0], [0.5, 0.1, -0.7], [0.6, 0.2, 0.2]], "smiles": "FC(F)C1=CC1.CN", "e_homo_ev": -9.683, "multiplicity": 1, "total_charge": 0}